[1]
Entry from the OMol25 dataset: an isolated molecule of C3H5NO2 at a distorted geometry (ωB97M-V with the def2-TZVPD basis set).

Geometry as XYZ:
```
11
C3H5NO2 (ωB97M-V with the def2-TZVPD basis set)
O -1.16356 2.19443 0.26192
C -0.37635 1.54986 -0.32971
N 0.59859 1.16120 -1.01637
C 0.96466 -0.20518 -0.61083
C -0.18658 -0.43039 0.36884
O -0.73637 -1.67128 0.57225
H 1.96347 -0.15326 -0.16332
H 0.97459 -0.94654 -1.41654
H 0.15821 -0.00171 1.35331
H -0.96304 0.12944 -0.41605
H -1.23361 -1.62658 1.39648
```

Properties
HOMO	-10.01	eV
E_tot	-8774.45167	eV
SMILES	O=C=NCCO



[2]
Entry from the OMol25 dataset: a structure of composition C3H5NO2 (ωB97M-V with the def2-TZVPD basis set).

Geometry as XYZ:
```
11
C3H5NO2 (ωB97M-V with the def2-TZVPD basis set)
C -1.87422 0.30564 -0.31764
C -0.66790 -0.58730 -0.24725
O -0.62218 -1.75140 -0.51158
O 0.43027 0.15575 0.16714
C 1.56009 -0.52748 0.52595
N 2.58350 0.26559 0.78981
H -2.12233 0.66481 0.68591
H -1.66023 1.18097 -0.93733
H -2.71427 -0.25323 -0.72966
H 2.68942 -0.71769 -0.00656
H 2.39784 1.26433 0.58121
```

Properties
HOMO	-9.59	eV
E_tot	-8773.74466	eV



[3]
Entry from the OMol25 dataset: an isolated molecule of C3H5NO2 at a distorted geometry (ωB97M-V with the def2-TZVPD basis set).

Geometry as XYZ:
```
11
C3H5NO2 (ωB97M-V with the def2-TZVPD basis set)
H -0.59968 2.08522 1.80431
N 0.06337 1.35320 1.56415
C -0.52468 0.29210 1.26036
O 0.27538 -0.81349 0.98626
C 0.44158 -1.01721 -0.32606
C 0.41499 -0.05380 -1.39806
O -0.90657 -0.24644 -1.00341
H -1.58829 0.04236 1.23316
H 0.94135 -1.99473 -0.45509
H 0.90913 0.90598 -1.30959
H 0.57343 -0.55320 -2.35604
```

Properties
HOMO	-9.86	eV
E_tot	-8773.66471	eV
SMILES	[H]/N=C/O[C@@H]1CO1



[4]
Entry from the OMol25 dataset: an isolated molecule of C3H5NO2 (ωB97M-V with the def2-TZVPD basis set).

Geometry as XYZ:
```
11
C3H5NO2 (ωB97M-V with the def2-TZVPD basis set)
H 2.73537 0.81708 0.50960
N 2.15364 -0.01862 0.53248
C 1.25408 0.08316 -0.33669
O 0.36918 -0.94309 -0.55036
C -0.84947 -0.86083 0.17885
C -1.45184 0.52765 -0.01858
O -1.01392 1.48892 0.56563
H 1.09140 0.93316 -1.00880
H -0.68131 -1.02855 1.24889
H -1.49803 -1.64362 -0.22209
H -2.23927 0.64352 -0.79118
```

Properties
HOMO	-10.06	eV
E_tot	-8775.44425	eV
SMILES	[H]/N=C/OCC=O



[5]
Entry from the OMol25 dataset: a structure of composition C3H5NO2 at a distorted geometry (ωB97M-V with the def2-TZVPD basis set).

Geometry as XYZ:
```
11
C3H5NO2 (ωB97M-V with the def2-TZVPD basis set)
C -1.81749 0.53010 0.10002
C -0.25724 -0.43209 -0.81567
O -0.48679 0.84832 -0.52136
N 0.95512 -0.82802 -0.37631
C 2.00775 -0.10670 0.19142
O 3.07027 -0.60953 0.45573
H -2.56116 0.18634 -0.62490
H -1.98962 1.51483 0.48226
H -1.82671 -0.18741 0.94348
H 1.12493 -1.80962 -0.53627
H 1.76324 0.94893 0.35617
```

Properties
HOMO	-8.79	eV
E_tot	-8774.17818	eV



[6]
Entry from the OMol25 dataset: an isolated molecule of C3H5NO2 at a distorted geometry (ωB97M-V with the def2-TZVPD basis set).

Geometry as XYZ:
```
11
C3H5NO2 (ωB97M-V with the def2-TZVPD basis set)
H 2.53146 0.79859 0.96917
N 1.56482 0.49264 0.94819
C 1.18072 0.30317 -0.23822
O 0.36278 -0.89587 -0.69865
C -0.81632 -0.97170 0.04699
C -1.31012 0.45300 -0.10573
O -0.51675 1.34161 -0.32112
H 1.58163 0.69581 -1.16542
H -0.62567 -1.27652 1.09122
H -1.59624 -1.65000 -0.33722
H -2.35632 0.70926 -0.18920
```

Properties
HOMO	-9.34	eV
E_tot	-8774.32768	eV
SMILES	[H]/N=C/OCC=O



[7]
Entry from the OMol25 dataset: an isolated molecule of C3H5NO2 at a distorted geometry (ωB97M-V with the def2-TZVPD basis set).

Geometry as XYZ:
```
11
C3H5NO2 (ωB97M-V with the def2-TZVPD basis set)
C 2.56537 0.03431 0.06914
N 1.49276 0.75475 -0.27759
O 0.37285 -0.06126 -0.29607
C -0.83915 0.58797 -0.10448
C -1.92718 -0.48243 -0.02465
O -0.93299 1.75961 0.03298
H 3.43161 0.72287 0.21203
H 2.57161 -1.07694 0.41697
H -2.94048 -0.03137 -0.54425
H -1.56669 -1.41849 -0.65040
H -2.22771 -0.78901 1.16631
```

Properties
HOMO	-10.43	eV
E_tot	-8774.18293	eV
SMILES	C=NOC(C)=O



[8]
Entry from the OMol25 dataset: an isolated molecule of C3H5NO2 (ωB97M-V with the def2-TZVPD basis set).

Geometry as XYZ:
```
11
C3H5NO2 (ωB97M-V with the def2-TZVPD basis set)
H 1.17256 1.85298 -0.47339
N 0.64657 0.99335 -0.51826
C 1.26672 -0.10579 -0.62131
O 0.60722 -1.22779 -0.34548
C -0.74221 -0.90292 0.04619
C -0.83059 0.44639 0.78763
O -0.38136 0.63976 1.90036
H 2.30441 -0.25550 -0.91626
H -1.11769 -1.69397 0.69919
H -1.33600 -0.84296 -0.87168
H -1.58964 1.09644 0.31301
```

Properties
HOMO	-9.21	eV
E_tot	-8775.63372	eV
SMILES	[H]/N=C/OCC=O